37
Properties=species:S:1:pos:R:3:mulliken_charge:R:1 method="wB97M-V/def2-TZVPD" homo_energy_ha=-0.4261 e_lumo_ev=-6.4 relative_energy_kcal_mol=4.2 total_charge=+1
F -3.0009 4.4319 1.4384 -0.29
C -2.7713 3.0800 1.2842 0.27
C -3.8706 2.2281 1.2503 -0.63
C -3.5789 0.8687 1.1023 0.40
F -4.6338 -0.0185 1.1189 -0.28
C -2.2951 0.3798 0.9408 -0.75
C -1.1648 1.2681 0.9571 1.47
C 0.1260 0.6914 0.8310 -0.27
C 1.4185 1.2836 0.8980 1.26
C 2.5471 0.3961 0.9902 -0.78
C 3.8253 0.8983 1.1624 0.32
F 4.8859 0.0196 1.2301 -0.28
C 4.1054 2.2648 1.2598 -0.60
C 3.0084 3.1167 1.1592 0.35
F 3.2262 4.4738 1.2858 -0.28
C 1.7071 2.6851 0.9407 -0.85
C -1.4549 2.6527 1.1839 -0.85
H -4.8848 2.6023 1.3513 0.51
H -2.1150 -0.6895 0.8426 0.27
H 0.1345 -0.3900 0.9204 0.23
H 2.3763 -0.6810 0.9795 0.48
H 5.1122 2.6452 1.4049 0.50
H 0.9199 3.4240 0.8450 0.52
H -0.6634 3.3727 1.3519 0.37
Br 1.1206 -1.9862 -4.4967 -0.21
C 0.3022 -2.3170 -2.7792 -0.47
C -0.3031 -3.5807 -2.5336 1.42
N -0.3346 -4.5313 -3.4808 -0.37
C -0.8243 -3.8354 -1.2330 -0.49
Br -1.5476 -5.5883 -0.8431 -0.21
C -0.7218 -2.8438 -0.2643 -0.33
N -0.1800 -1.6401 -0.5407 -0.30
C 0.3615 -1.3862 -1.7446 -0.36
H -0.7119 -5.4496 -3.2881 0.14
H 0.0838 -4.3815 -4.3888 0.14
H -1.0715 -3.0314 0.7522 0.50
H 0.8672 -0.4321 -1.8881 0.45

=====

84
Properties=species:S:1:pos:R:3:mulliken_charge:R:1 method="wB97M-V/def2-TZVPD" homo_energy_ha="-0.5037 / -0.5037" e_lumo_ev="-7.3 / -7.3" relative_energy_kcal_mol=41.9 total_charge=+2
Os -1.2252 0.6505 -0.7151 1.65
C -0.7783 4.8686 -1.5628 -1.80
C -1.2577 3.5018 -1.2310 1.24
N -0.4805 2.4878 -1.0114 0.84
N 0.8640 2.6797 -1.0548 -1.28
C 1.4771 1.6077 -0.6502 -0.23
O 0.7866 0.5621 -0.2636 -0.12
C 2.9409 1.5856 -0.5979 0.18
C 3.6530 2.7123 -1.0173 -0.61
C 5.0352 2.6826 -1.0304 -0.82
C 5.7123 1.5382 -0.6243 -0.46
C 5.0060 0.4257 -0.1869 -0.96
C 3.6226 0.4521 -0.1710 -0.06
C -2.6765 3.1783 -1.1231 0.73
C -3.7262 4.0077 -1.4579 -0.90
C -5.0230 3.5287 -1.3190 -0.54
C -5.2311 2.2419 -0.8470 -0.97
C -4.1345 1.4647 -0.5247 0.15
N -2.8892 1.9310 -0.6545 0.36
H 0.3021 4.9260 -1.5152 0.34
H -1.2152 5.5914 -0.8714 0.40
H -1.1016 5.1346 -2.5724 0.40
H 3.1220 3.5978 -1.3370 0.48
H 5.5884 3.5519 -1.3586 0.45
H 6.7940 1.5163 -0.6479 0.44
H 5.5344 -0.4604 0.1385 0.46
H 3.0609 -0.4022 0.1685 0.57
H -3.5324 5.0022 -1.8338 0.54
H -5.8634 4.1588 -1.5772 0.46
H -6.2260 1.8384 -0.7256 0.48
H -4.2422 0.4539 -0.1515 0.54
O -0.9515 -1.1505 -3.7633 -0.28
S -2.1606 -0.3991 -3.5233 0.21
O -1.8670 0.8374 -2.6451 -0.46
O -2.8949 -1.1876 -2.1321 -0.37
C -2.5850 -2.5353 -2.0106 -0.13
C -3.5627 -3.4853 -2.2487 -0.58
C -3.2260 -4.8239 -2.1345 -0.68
C -1.9268 -5.1948 -1.8038 -0.88
C -0.9608 -4.2317 -1.5702 -0.47
C -1.2862 -2.8798 -1.6669 1.56
P -0.1127 -1.5612 -1.2231 -0.04
C 1.4115 -1.5961 -2.1756 1.34
C 1.7586 -0.5276 -2.9993 0.00
C 2.9008 -0.5917 -3.7756 -0.83
C 3.6962 -1.7307 -3.7470 -0.75
C 3.3521 -2.7997 -2.9343 -0.97
C 2.2118 -2.7368 -2.1456 -0.64
C 0.2462 -2.1571 0.4713 1.49
C -0.8659 -2.3942 1.2858 -0.98
C -0.7153 -2.8557 2.5815 -0.65
C 0.5578 -3.1074 3.0821 -0.89
C 1.6677 -2.9023 2.2762 -0.92
C 1.5127 -2.4241 0.9803 -0.55
H -4.5605 -3.1704 -2.5238 0.53
H -3.9768 -5.5823 -2.3109 0.44
H -1.6691 -6.2414 -1.7152 0.48
H 0.0373 -4.5411 -1.2919 0.34
H 1.1286 0.3517 -3.0498 0.22
H 3.1644 0.2409 -4.4141 0.50
H 4.5803 -1.7883 -4.3681 0.46
H 3.9631 -3.6923 -2.9177 0.50
H 1.9681 -3.5768 -1.5094 0.21
H -1.8682 -2.2379 0.8983 0.33
H -1.5888 -3.0448 3.1924 0.52
H 0.6807 -3.4785 4.0919 0.49
H 2.6587 -3.1305 2.6472 0.50
H 2.3880 -2.2994 0.3609 0.38
N -1.1258 0.6355 1.3373 -0.08
C -0.7530 0.9549 2.3875 0.57
N -0.3098 1.3023 3.5461 -0.05
C -0.9566 2.3457 4.3705 -0.58
C -1.4282 1.7048 5.6657 -0.60
O -0.3588 1.0466 6.3135 -0.38
C 0.1743 -0.0051 5.5340 -0.62
C 0.7495 0.5307 4.2359 -0.06
H -1.7796 2.7898 3.8138 0.40
H -0.2062 3.1097 4.5780 0.34
H -2.2427 0.9976 5.4629 0.32
H -1.7888 2.4717 6.3481 0.38
H -0.6020 -0.7521 5.3210 0.33
H 0.9601 -0.4714 6.1251 0.39
H 1.0936 -0.2671 3.5798 -0.01
H 1.5724 1.2173 4.4392 0.28

=====

15
Properties=species:S:1:pos:R:3:mulliken_spin:R:1 method="wB97M-V/def2-TZVPD" homo_energy_ha="-0.1595 / -0.1188" e_lumo_ev="3.7 / 0.0" relative_energy_kcal_mol=47.0 multiplicity=2 total_charge=-1
S -1.5345 1.6372 -0.1817 0.23
H 0.3726 -0.4731 -1.1437 0.01
H -2.4518 2.6170 0.0167 0.00
H -0.6990 0.2797 1.6861 0.00
H 0.6229 -0.7319 1.7702 0.00
O -0.3232 -0.5937 2.0618 0.00
H 0.7049 0.2022 -1.1632 0.01
H 2.7124 1.1428 1.5240 0.00
O 2.3071 0.3469 1.8161 0.01
H -2.3182 0.4606 -2.0006 0.00
H -2.3472 -0.3107 -3.4603 0.00
O -2.5299 -0.3625 -2.4937 0.00
H 1.4837 -2.4007 0.1904 -0.03
H 2.0787 -0.2480 1.0898 0.00
O 1.9215 -1.5659 0.2880 0.78

=====

10
Properties=species:S:1:pos:R:3:mulliken_charge:R:1 method="wB97M-V/def2-TZVPD" homo_energy_ha=-0.3705 smiles="O=c1[nH]o/c(=N/O)o1" e_lumo_ev=0.2 relative_energy_kcal_mol=80.9
O -2.2015 -1.2921 -0.2239 -0.54
C -1.3659 -0.3541 0.0600 0.40
N -1.4758 0.9787 -0.1716 -0.04
O -0.1124 1.5659 -0.0125 -0.21
C 0.6842 0.4080 0.1549 0.71
N 1.8852 0.3842 -0.2905 -0.36
O 2.6184 -0.7120 -0.0098 -0.33
O -0.0258 -0.7663 0.2849 -0.27
H -2.0931 1.3597 0.5341 0.30
H 2.0867 -1.5720 -0.3255 0.34

=====

25
Properties=species:S:1:pos:R:3:mulliken_spin:R:1 method="wB97M-V/def2-TZVPD" homo_energy_ha="-0.5156 / -0.5156" e_lumo_ev="-4.5 / -8.1" relative_energy_kcal_mol=0.0 multiplicity=2 total_charge=+1
C -1.4334 -2.2267 -1.1749 0.04
C -1.1577 -0.7844 -1.1357 0.31
C -2.2051 0.1118 -0.9038 0.29
O -2.1130 1.3871 -0.9166 0.19
H -1.3608 -2.7172 -0.2252 0.06
H -2.4050 -2.4036 -1.6358 0.02
H -0.6828 -2.7284 -1.7757 0.01
H -0.1479 -0.4750 -1.4211 0.09
H -3.2025 -0.2850 -0.7001 0.01
H -2.9545 1.8527 -0.7704 -0.01
H 2.8811 -0.6817 1.5994 0.00
H 2.4113 -0.3734 3.0109 0.00
O 2.1880 -0.8992 2.2333 0.00
H 2.6132 -0.2297 -2.2649 0.00
H 2.1479 1.2700 -2.1345 0.00
O 1.8778 0.3717 -2.3940 0.00
H 0.8151 0.1729 1.0406 0.00
H -0.2004 1.2027 0.5554 0.00
O 0.6628 1.1343 0.9657 0.00
H 2.0784 1.9432 0.1510 0.00
H 1.7121 3.0375 -0.7127 0.00
O 2.4792 2.4611 -0.5700 0.00
H -1.1191 -1.1180 2.9161 0.00
H -1.2232 0.3895 2.9783 0.00
O -1.6614 -0.4124 3.2847 0.00

=====

14
Properties=species:S:1:pos:R:3:mulliken_charge:R:1 method="wB97M-V/def2-TZVPD" homo_energy_ha=-0.3287 smiles="[H]/N=C1/C=C(C)CO1" e_lumo_ev=0.8 relative_energy_kcal_mol=59.7
H 3.4957 -0.0790 0.3816 0.28
N 2.8550 -0.6450 -0.1791 -0.73
C 1.6585 -0.3134 0.0742 0.40
C 0.3974 -0.8520 -0.4432 -0.47
C -0.6272 -0.0495 -0.1162 0.64
C -2.0776 -0.2788 -0.4387 -1.19
C -0.0825 1.1248 0.6355 -0.39
O 1.3298 0.6906 0.9523 -0.41
H 0.3473 -1.7768 -1.0032 0.41
H -2.7436 0.0118 0.3823 0.33
H -2.3688 0.3059 -1.3175 0.28
H -2.2596 -1.3353 -0.6647 0.31
H -0.6518 1.3714 1.5586 0.23
H 0.7273 1.8252 0.1781 0.31

=====

9
Properties=species:S:1:pos:R:3:mulliken_charge:R:1 method="wB97M-V/def2-TZVPD" homo_energy_ha=-0.1407 e_lumo_ev=3.9 relative_energy_kcal_mol=68.5 total_charge=-1
C 1.4508 0.7373 1.8926 -0.32
C 1.6082 -0.0167 0.9750 -0.59
O -0.4452 -1.3775 -0.6886 -0.64
O -2.8956 -0.8182 -1.2187 -0.54
O -1.0190 0.8696 -1.3616 -0.56
S -1.4942 -0.8297 -1.6259 0.45
H -0.2057 0.8004 -0.9335 0.29
H 1.1687 1.1998 2.8054 0.37
H 1.8320 -0.5650 0.1553 0.54

=====

6
Properties=species:S:1:pos:R:3:mulliken_charge:R:1 method="wB97M-V/def2-TZVPD" homo_energy_ha=-0.0955 e_lumo_ev=4.8 relative_energy_kcal_mol=16.2 total_charge=-1
N -0.6061 -0.3403 2.0733 -0.67
H -0.0344 -0.6632 1.1603 0.23
H -1.3406 -1.0170 2.5500 0.16
H -0.9944 0.6296 1.7717 0.21
S 0.3904 0.1287 -1.2000 -0.86
H 0.3667 1.3737 -0.7944 -0.07

=====

112
Properties=species:S:1:pos:R:3:mulliken_charge:R:1 method="wB97M-V/def2-TZVPD" homo_energy_ha=-0.5326 e_lumo_ev=-9.5 relative_energy_kcal_mol=0.5 total_charge=+3
Ti -0.7619 -0.0517 -0.2868 -0.91
I 5.1609 0.1743 4.5588 0.25
C 3.6607 0.3933 3.1464 -1.00
C 3.3663 1.6553 2.6354 -0.17
C 2.3625 1.8016 1.6941 -0.84
I 2.0426 3.6620 0.8343 0.17
C 1.6252 0.6918 1.2983 1.23
O 0.5629 0.8277 0.4357 0.49
C 1.9551 -0.5799 1.7515 -0.05
C 1.2514 -1.8141 1.2558 -1.07
N 0.7077 -1.6671 -0.1266 0.35
C 0.2577 -2.9629 -0.6745 -1.60
C -1.2355 -3.0552 -0.6515 0.75
C -1.8752 -4.2670 -0.8479 -1.05
C -3.2568 -4.3096 -0.8543 -0.92
C -3.9647 -3.1293 -0.6551 -1.14
C -3.2610 -1.9681 -0.4535 -0.27
N -1.9144 -1.9123 -0.4524 1.66
C 2.9777 -0.7185 2.6786 -0.62
H 3.9324 2.5179 2.9599 0.66
H 1.9656 -2.6401 1.2597 1.00
H 0.4226 -2.0939 1.9133 0.07
H 1.4639 -1.3096 -0.7184 -0.33
H 0.6026 -3.0502 -1.7051 0.53
H 0.6928 -3.7903 -0.1112 0.86
H -1.2882 -5.1648 -0.9903 0.63
H -3.7771 -5.2466 -1.0032 0.52
H -5.0453 -3.1134 -0.6503 0.60
H -3.7861 -1.0378 -0.2915 0.39
H 3.2432 -1.7056 3.0376 0.62
C -0.6543 2.2920 3.0677 -1.83
C -0.6296 0.8442 3.4816 1.58
C 0.0341 0.4849 4.6478 -0.66
C -0.0307 -0.8107 5.1368 -1.40
C -0.8094 -1.7553 4.4874 -0.38
C -1.4845 -1.4473 3.3105 0.08
C -2.4042 -2.4747 2.6997 -1.35
C -1.3292 -0.1587 2.7973 -1.14
N -1.9059 0.1993 1.5089 1.44
C -2.9945 0.8675 1.4636 1.03
C -3.8720 1.1655 2.6248 -2.30
C -3.3002 1.4775 0.1139 1.41
C -4.5316 2.2937 -0.0363 -1.92
N -2.4186 1.2657 -0.7992 1.70
C -2.5348 1.9920 -2.0596 -1.13
C -3.1246 1.3826 -3.1672 0.99
C -3.7530 0.0185 -3.0849 -0.88
C -3.1813 2.1118 -4.3486 -1.17
C -2.6690 3.3991 -4.4202 -1.17
C -2.0982 3.9796 -3.2999 -1.14
C -2.0203 3.2870 -2.0956 1.06
C -1.4174 3.9406 -0.8797 -0.94
H 0.2179 2.8114 3.4575 0.58
H -1.5296 2.7905 3.4934 0.38
H -0.6739 2.4416 1.9889 0.09
H 0.5896 1.2407 5.1889 0.56
H 0.4832 -1.0707 6.0523 0.51
H -0.9259 -2.7442 4.9130 0.58
H -2.7914 -3.1275 3.4798 0.63
H -1.8909 -3.1159 1.9767 0.19
H -3.2596 -2.0199 2.2016 0.21
H -3.5908 0.5824 3.4962 0.43
H -4.9165 0.9740 2.3723 0.57
H -3.8025 2.2272 2.8791 0.41
H -4.5360 3.1086 0.6919 0.46
H -5.4047 1.6760 0.1940 0.48
H -4.6332 2.7032 -1.0357 0.44
H -3.0709 -0.7254 -2.6732 -0.10
H -4.0569 -0.3210 -4.0734 0.59
H -4.6531 0.0363 -2.4631 0.27
H -3.6503 1.6685 -5.2180 0.55
H -2.7299 3.9542 -5.3464 0.49
H -1.7113 4.9895 -3.3513 0.57
H -0.8070 4.7943 -1.1691 0.56
H -0.7841 3.2609 -0.3043 -0.28
H -2.1891 4.3244 -0.2066 0.31
C 3.6042 2.7139 -5.3700 -0.87
Ge 5.0369 1.8642 -4.3367 0.48
C 6.7042 2.8366 -4.5342 -1.15
C 5.2023 -0.0127 -4.8177 -0.99
C 4.4687 2.0330 -2.4433 -1.08
Se 3.5334 0.5192 -1.6269 0.21
C 5.0028 -0.1645 -0.5520 -1.25
H 3.9039 2.8489 -6.4090 0.43
H 3.3712 3.7021 -4.9662 0.34
H 2.6981 2.0997 -5.3701 0.03
H 7.0792 2.7418 -5.5529 0.37
H 7.4604 2.4403 -3.8566 0.38
H 6.5690 3.8962 -4.3183 0.38
H 5.3453 -0.1066 -5.8943 0.41
H 4.3096 -0.5701 -4.5333 0.22
H 6.0628 -0.4662 -4.3252 0.32
H 3.8100 2.8996 -2.3323 0.41
H 5.3239 2.2197 -1.7933 0.59
H 5.7806 -0.5757 -1.1891 0.45
H 4.6135 -0.9454 0.0991 0.32
H 5.3976 0.6451 0.0574 0.37
C 0.8507 -2.5668 -5.6176 -1.22
C -0.4310 -2.0409 -4.9639 -0.61
C -0.1738 -0.8768 -4.0659 0.52
N -0.3886 -0.8631 -2.7980 -0.61
N -0.0549 0.3409 -2.2099 1.45
C 0.4876 1.2171 -3.0488 -0.88
N 0.9701 2.3974 -2.6902 0.49
S 0.5267 0.6094 -4.6593 -0.27
H 0.6275 -3.4463 -6.2174 0.43
H 1.5936 -2.8411 -4.8679 0.32
H 1.2955 -1.8225 -6.2790 0.38
H -0.9132 -2.8116 -4.3606 0.25
H -1.1476 -1.7407 -5.7321 0.41
H 1.4046 2.9966 -3.3754 0.19
H 1.1468 2.5928 -1.7100 -0.38

=====

89
Properties=species:S:1:pos:R:3:mulliken_charge:R:1 method="wB97M-V/def2-TZVPD" homo_energy_ha=-0.4621 e_lumo_ev=-6.6 relative_energy_kcal_mol=0.0 total_charge=+2
La -1.1140 -0.5543 -0.8576 1.53
O -4.2679 -1.2532 3.9543 -0.64
C -3.9345 0.0697 3.9644 0.41
C -4.3086 0.8058 5.0816 -0.50
C -4.1582 2.1746 5.1404 -0.63
C -3.5285 2.7986 4.0586 -0.55
C -3.1405 2.1106 2.9308 -0.67
C -3.1933 0.6910 2.9689 0.34
C -2.5756 -0.0439 1.8631 1.24
O -2.1494 0.6338 0.8141 -0.60
N -2.5942 -1.4002 1.9368 -1.23
N -2.1944 -1.9931 0.7290 0.50
C -2.1248 -3.2798 0.5109 -0.45
C -1.8803 -3.6914 -0.8011 0.82
C -1.8852 -5.0950 -1.0494 -0.97
C -1.6430 -5.5694 -2.3366 -0.49
C -1.1664 -4.6721 -3.2673 -0.85
C -1.2482 -3.3372 -3.0066 -0.17
N -1.6098 -2.8281 -1.8074 0.30
H -3.6530 -1.6250 3.2306 0.52
H -4.6894 0.2441 5.9028 0.49
H -4.4962 2.7778 5.9865 0.41
H -3.4106 3.8836 4.0023 0.42
H -2.5881 2.6854 2.1527 0.22
H -2.2470 -4.0553 1.2839 0.37
H -2.1967 -5.7405 -0.2599 0.48
H -1.7471 -6.6117 -2.6304 0.44
H -0.7881 -4.9688 -4.2104 0.47
H -1.0037 -2.5813 -3.7755 0.43
Br -5.8401 2.2330 -5.3300 -0.08
C -4.6061 1.4272 -4.1399 -0.02
C -5.0009 0.8501 -2.9021 -0.79
C -3.9884 0.4397 -2.0224 0.07
N -2.6673 0.5126 -2.3816 0.39
C -2.3872 0.7478 -3.6979 0.95
C -3.3123 1.2784 -4.6184 -1.17
C -0.9851 0.5086 -4.1242 0.09
C -0.5015 0.8982 -5.3806 -0.43
C 0.7961 0.5935 -5.7697 -0.59
Br 1.2578 1.1107 -7.5581 -0.09
C 1.6094 -0.0868 -4.8739 -0.32
C 1.1161 -0.3868 -3.6300 -0.64
N -0.1276 -0.0579 -3.2526 0.71
H -6.0713 0.7714 -2.5926 0.41
H -4.3034 0.1241 -1.0373 0.41
H -2.9743 1.6821 -5.5341 0.47
H -1.1651 1.3746 -6.1249 0.38
H 2.6191 -0.4969 -5.1234 0.46
H 1.7355 -0.9825 -2.9107 0.27
C 0.8762 0.8750 3.8384 -1.91
C 2.0672 0.1704 3.1561 1.75
C 1.8851 -1.3489 3.3573 -1.49
C 3.3657 0.7607 3.7428 -1.47
Sb 1.9663 0.4116 0.8237 0.13
C 3.7484 -0.7818 0.1439 1.36
C 4.8110 -0.7920 1.2207 -1.60
C 4.3563 -0.2178 -1.1394 -1.35
C 3.0876 -2.2199 -0.0378 -1.14
C 2.0620 2.6729 0.2577 1.19
C 1.9468 2.7392 -1.2718 -1.15
C 3.4314 3.0620 0.7536 -1.52
C 0.9093 3.3769 0.9351 -1.34
H 0.9718 0.7220 4.9058 0.59
H -0.0915 0.5487 3.4845 0.16
H 0.8848 1.9856 3.7391 0.40
H 2.0801 -1.6662 4.4478 0.40
H 2.6245 -1.9177 2.7357 0.23
H 0.9125 -1.7298 3.0703 0.17
H 3.1942 1.4779 4.5904 0.37
H 3.9251 1.3801 3.0442 0.13
H 4.0774 -0.0040 4.0743 0.39
H 5.1259 0.1853 1.6010 0.33
H 5.7727 -1.2595 0.8055 0.44
H 4.5796 -1.3254 2.1344 0.34
H 4.7441 0.7956 -1.0019 0.31
H 3.6474 -0.2423 -1.9470 0.06
H 5.2144 -0.8574 -1.4516 0.55
H 2.9156 -2.7584 0.9297 0.36
H 3.7644 -2.8129 -0.7164 0.38
H 2.1690 -2.1272 -0.6064 0.08
H 2.9860 2.5492 -1.6647 0.32
H 1.6442 3.7789 -1.5855 0.51
H 1.2138 2.0096 -1.7395 -0.07
H 4.2570 2.3773 0.4500 0.31
H 3.5377 3.2471 1.8131 0.33
H 3.7737 3.9776 0.2549 0.46
H -0.1204 3.0246 0.6592 0.08
H 0.9905 4.4688 0.6326 0.52
H 1.0251 3.3478 2.0551 0.22

=====

6
Properties=species:S:1:pos:R:3:mulliken_charge:R:1 method="wB97M-V/def2-TZVPD" homo_energy_ha=-0.3568 e_lumo_ev=-0.5 relative_energy_kcal_mol=54.5
C -0.2417 0.1119 0.5363 0.01
N -1.2826 -0.3271 0.3320 0.00
O 2.0936 1.2561 -1.1921 -0.39
P 2.0355 0.8983 0.2225 0.47
Cl -2.6626 -1.1870 0.1542 0.14
Br 2.3064 -1.3449 0.1432 -0.23